(1)
One molecule with the formula C4H9NO2. Source: OMol25; level of theory: ωB97M-V/def2-TZVPD.

Calculated values
* total energy: -9876.92077 eV
* SMILES: COCCNC=O
* energy above the lowest of the compared OMol25 structures with the same formula, charge and spin: 72.4 kcal per mole
* Kohn-Sham gap: 10.14 eV
* max |F|: 0.032 hartree/bohr

Last columns: bonded neighbours and bond lengths (Å).
Cartesian coordinates (Å):
1 C -1.65359 0.68406 1.13355  O2 1.427, H8 1.098, H9 1.103, H10 1.099
2 O -1.27921 -0.25096 0.12335  C1 1.427, C3 1.408
3 C -0.59842 0.15485 -1.04099  O2 1.408, C4 1.837, H11 1.121, H12 1.078
4 C 0.89959 -0.88821 -1.24805  C3 1.837, N5 1.436, H13 1.095, H14 1.126
5 N 1.49719 -0.98913 0.05365  C4 1.436, C6 1.350, H15 1.012
6 C 1.43769 0.18576 0.71678  N5 1.350, O7 1.219, H16 1.095
7 O 1.26737 1.23660 0.12359  C6 1.219
8 H -0.85195 1.39169 1.38481  C1 1.098
9 H -2.55931 1.26181 0.88469  C1 1.103
10 H -1.88525 0.08259 2.02404  C1 1.099
11 H -0.57630 1.27581 -1.04130  C3 1.121
12 H -1.12765 -0.13427 -1.93488  C3 1.078
13 H 1.56299 -0.33491 -1.92050  C4 1.095
14 H 0.90737 -1.94222 -1.64426  C4 1.126
15 H 1.47809 -1.85473 0.57696  N5 1.012
16 H 1.48139 0.12127 1.80858  C6 1.095


(2)
A 2-piece molecular cluster, C4H9NO2 overall. Source: OMol25; level of theory: ωB97M-V/def2-TZVPD.

Calculated values
* total energy: -9878.32684 eV
* SMILES: COC(C)=O.C=N
* energy above the lowest of the compared OMol25 structures with the same formula, charge and spin: 40.0 kcal per mole
* Kohn-Sham gap: 11.07 eV
* max |F|: 0.009 hartree/bohr

Last columns: bonded neighbours and bond lengths (Å).
Cartesian coordinates (Å):
1 C 2.21663 0.09253 -0.60696  O2 1.430, H6 1.091, H7 1.093, H8 1.093
2 O 1.15060 0.94714 -0.18589  C1 1.430, C3 1.337
3 C 0.37666 0.41539 0.76556  O2 1.337, C4 1.509, O5 1.212
4 C -0.70374 1.34855 1.25514  C3 1.509, H9 1.091, H10 1.095, H11 1.093
5 O 0.55182 -0.68920 1.23201  C3 1.212
6 H 2.76764 0.64756 -1.36696  C1 1.091
7 H 2.86242 -0.13052 0.24630  C1 1.093
8 H 1.82028 -0.83969 -1.01642  C1 1.093
9 H -0.62664 2.35372 0.83906  C4 1.091
10 H -1.69048 0.93590 1.02120  C4 1.095
11 H -0.61910 1.38553 2.34423  C4 1.093
12 C -1.72046 -1.42685 -0.65367  N13 1.269, H14 1.092, H15 1.096
13 N -0.87794 -0.90592 -1.44622  C12 1.269, H16 1.021
14 H -1.41684 -1.58998 0.38297  C12 1.092
15 H -2.74016 -1.71840 -0.93049  C12 1.096
16 H -1.27291 -0.78984 -2.38107  N13 1.021


(3)
One molecule with the formula C4H9NO2. Source: OMol25; level of theory: ωB97M-V/def2-TZVPD.

Calculated values
* total energy: -9878.29296 eV
* SMILES: CNC(=O)CCO
* energy above the lowest of the compared OMol25 structures with the same formula, charge and spin: 40.8 kcal per mole
* Kohn-Sham gap: 10.48 eV
* max |F|: 0.057 hartree/bohr

Last columns: bonded neighbours and bond lengths (Å).
Cartesian coordinates (Å):
1 C -1.65691 -0.04597 -2.40751  N2 1.555, H8 1.096, H9 1.086, H10 1.068
2 N -0.62098 0.08207 -1.25531  C1 1.555, C3 1.378, H11 1.010
3 C -0.66467 -0.32807 0.05927  N2 1.378, O4 1.211, C5 1.521
4 O -1.68276 -0.52739 0.68343  C3 1.211
5 C 0.74366 -0.45109 0.61997  C3 1.521, C6 1.532, H12 1.086, H13 1.129
6 C 0.93935 0.12340 2.02688  C5 1.532, O7 1.447, H14 1.065, H15 1.079
7 O 2.26107 0.71006 2.08001  C6 1.447, H16 0.995
8 H -1.51798 -1.07486 -2.75899  C1 1.096
9 H -2.63552 0.32232 -2.11595  C1 1.086
10 H -1.26719 0.64727 -3.12045  C1 1.068
11 H 0.23948 0.07382 -1.78473  N2 1.010
12 H 1.39793 0.00215 -0.11833  C5 1.086
13 H 1.06399 -1.52983 0.52669  C5 1.129
14 H 0.86871 -0.54415 2.85363  C6 1.065
15 H 0.29677 0.98683 2.10356  C6 1.079
16 H 2.23505 1.55345 2.60782  O7 0.995


> Which of these has the highest max |F|?

number 3